Record 1
The following is a quantum chemistry calculation of a molecular structure, C37H52HfN2O3S at a distorted geometry, from OMol25.

XYZ file:
```
96
Properties=species:S:1:pos:R:3:forces:R:3:mulliken_charge:R:1
Hf 0.61943 -0.37850 -0.36711 -1.17 -1.53 0.20 0.016
C 0.67562 3.44632 -1.21505 -0.04 0.13 0.01 -1.528
C 1.70750 2.32649 -1.28416 -0.05 0.03 0.64 3.429
C 2.52298 2.41902 -2.56139 -0.02 0.11 -0.13 -2.155
C 2.53159 2.31678 0.00807 -0.17 0.07 -0.43 0.475
C 3.73235 3.00188 0.02093 0.16 0.09 -0.13 -1.164
C 4.45330 3.13303 1.19774 0.08 0.02 0.05 -1.649
C 4.00312 2.52684 2.35387 0.09 0.02 0.13 -0.594
C 2.81649 1.79387 2.38154 0.22 -0.18 0.28 0.948
C 2.47728 1.00500 3.64433 0.09 0.11 -0.07 1.457
C 3.65185 0.12029 4.07685 0.11 0.02 0.07 -1.718
C 2.03629 1.92127 4.78999 0.08 0.08 0.09 -1.617
C 2.07300 1.75941 1.20551 -0.74 -0.21 0.09 0.322
N 0.80763 1.02819 1.14732 0.18 0.68 0.87 0.814
C -0.07192 1.09505 2.11449 -0.20 0.26 -0.40 0.200
C -1.31862 0.37842 2.20622 0.24 0.28 -0.06 -0.585
C -1.94829 0.46075 3.46977 0.12 0.09 0.07 -0.935
C -3.17206 -0.11072 3.69797 -0.15 -0.08 -0.05 -1.222
C -3.82438 -0.73066 2.62399 -0.09 -0.03 0.15 -1.064
C -3.25338 -0.78693 1.36857 -0.27 -0.17 -0.04 -0.734
C -1.98365 -0.27241 1.12761 0.35 0.27 -0.44 2.147
N -1.40061 -0.33244 -0.15821 -1.28 0.02 0.37 1.073
C -2.32767 -0.40164 -1.29612 -0.05 -0.17 0.28 -1.406
C -2.62979 -1.63186 -1.92646 -0.08 0.07 0.12 1.605
C -3.55600 -1.62871 -2.96622 0.00 -0.11 -0.10 -0.544
C -4.19090 -0.46891 -3.36051 -0.11 0.11 -0.08 -1.692
C -3.90965 0.72224 -2.71082 -0.05 0.04 -0.06 -0.556
C -2.98051 0.79284 -1.67692 -0.11 -0.14 -0.10 0.980
C -2.78348 2.13203 -0.98160 -0.19 -0.06 -0.07 2.361
C -3.84738 2.36781 0.10310 -0.12 -0.04 0.05 -1.363
C -2.80988 3.30339 -1.96993 0.01 0.09 -0.02 -1.950
C -2.10494 -2.99551 -1.49479 -0.22 -0.06 -0.23 1.886
C -3.15935 -3.79633 -0.71483 -0.06 -0.02 0.09 -1.553
C -1.64324 -3.85713 -2.69161 0.20 0.08 -0.10 -2.283
H 0.07711 3.49774 -2.12385 -0.02 -0.01 0.00 0.426
H 1.23306 4.38070 -1.11203 -0.12 -0.01 -0.02 0.466
H 0.01245 3.35438 -0.35312 0.06 0.00 -0.03 0.254
H 1.09429 1.36936 -1.38690 0.07 0.23 -0.24 -1.427
H 2.87128 3.44789 -2.66502 0.05 -0.06 -0.07 0.658
H 1.89320 2.21509 -3.42927 0.03 0.04 0.04 0.414
H 3.38227 1.75449 -2.57129 0.03 -0.04 0.02 0.306
H 4.11684 3.44863 -0.89006 -0.05 -0.06 0.15 0.430
H 5.38485 3.68698 1.20031 -0.08 -0.04 0.01 0.431
H 4.60041 2.60044 3.25811 -0.07 -0.02 -0.12 0.398
H 1.66042 0.31556 3.42461 -0.13 -0.03 -0.07 -0.664
H 4.47938 0.71775 4.46614 -0.05 -0.06 -0.04 0.464
H 4.03734 -0.47803 3.24630 -0.03 0.08 0.06 0.361
H 3.33838 -0.55524 4.87850 0.03 0.07 -0.06 0.411
H 2.87951 2.53034 5.12963 -0.09 -0.04 -0.03 0.388
H 1.68839 1.33619 5.64489 0.04 0.03 -0.06 0.424
H 1.24343 2.61854 4.50096 0.05 -0.08 0.00 0.357
H 0.11388 1.81615 2.90409 0.09 -0.10 0.17 0.756
H -1.43394 0.98755 4.27203 -0.08 -0.08 -0.13 0.537
H -3.63984 -0.05402 4.67440 0.05 -0.02 -0.13 0.486
H -4.81018 -1.16027 2.77181 0.08 0.05 -0.01 0.454
H -3.80654 -1.21355 0.53965 0.04 0.03 0.10 0.732
H -3.80293 -2.56542 -3.46256 0.05 0.17 0.10 0.439
H -4.92143 -0.49347 -4.16446 0.11 0.02 0.13 0.420
H -4.43693 1.62124 -3.01135 0.08 -0.11 0.02 0.368
H -1.81395 2.11850 -0.49495 0.30 -0.03 0.13 -1.360
H -4.84062 2.41691 -0.35658 0.11 -0.01 0.07 0.384
H -3.66914 3.32032 0.61156 -0.01 -0.08 -0.08 0.406
H -3.86961 1.57839 0.86103 0.02 0.19 -0.18 0.163
H -3.83057 3.51426 -2.30186 0.13 -0.01 0.03 0.566
H -2.20616 3.11182 -2.86178 -0.02 0.01 0.09 0.427
H -2.44271 4.21410 -1.48862 -0.03 -0.09 -0.03 0.376
H -1.27266 -2.84581 -0.82317 0.38 0.04 0.27 -0.960
H -4.08095 -3.89008 -1.29805 0.12 0.02 0.05 0.357
H -3.41012 -3.32824 0.23915 0.01 -0.03 -0.07 0.361
H -2.79231 -4.80644 -0.50324 -0.02 0.14 -0.04 0.473
H -2.47537 -4.41915 -3.11978 0.00 0.05 0.06 0.566
H -0.90542 -4.61096 -2.38069 -0.13 0.18 -0.04 0.395
H -1.25013 -3.26078 -3.53080 0.08 -0.07 0.22 0.579
C 2.81535 -3.00610 -2.97780 -0.26 -0.38 -0.04 -1.897
C 2.11824 -1.71063 -2.64016 0.13 0.01 0.20 1.895
C 1.77537 -0.88509 -3.86273 -0.03 -0.10 -0.16 -1.406
O 0.85405 -1.96962 -1.86821 0.74 0.32 -0.65 0.124
C 3.04211 -0.92610 -1.67864 -0.44 -0.31 0.59 -0.460
O 4.08005 -0.49845 -2.06512 0.28 0.12 0.12 -0.546
O 2.53999 -0.79307 -0.41917 1.91 -0.19 -1.31 -0.638
H 2.21045 -3.59375 -3.67817 0.11 0.05 0.10 0.459
H 3.01021 -3.59856 -2.08026 -0.01 0.04 -0.09 0.378
H 3.76654 -2.76950 -3.45307 -0.03 -0.02 -0.01 0.507
H 1.28726 -1.50935 -4.61419 0.02 0.05 0.02 0.520
H 2.68740 -0.46924 -4.29011 -0.02 -0.06 0.01 0.421
H 1.09974 -0.06195 -3.62539 -0.04 0.11 0.06 0.076
H 0.31251 -2.62694 -2.32729 -0.27 -0.05 -0.05 -0.276
C -0.35547 -2.67334 2.70461 -0.11 0.00 0.12 -0.844
S 0.65517 -2.62776 1.22645 0.28 0.37 -0.34 0.281
C 2.30335 -2.76216 1.95488 0.01 0.00 0.10 -0.836
H -0.06712 -1.88079 3.39263 -0.03 -0.06 0.01 0.146
H -0.20140 -3.65163 3.15589 -0.05 0.02 0.06 0.602
H -1.39889 -2.56118 2.41260 0.05 -0.03 0.04 0.118
H 2.43221 -3.78391 2.30886 0.00 0.05 0.01 0.557
H 2.40628 -2.05631 2.78045 -0.02 -0.07 -0.08 0.129
H 3.03886 -2.53559 1.18810 -0.04 -0.02 -0.01 0.259
```
Forces are in eV/Å.

Net charge: +2

***

Record 2
The following is a quantum chemistry calculation of a molecular structure, C37H52HfN2O3S at a distorted geometry, from OMol25.

XYZ file:
```
96
Properties=species:S:1:pos:R:3:forces:R:3:mulliken_charge:R:1
Hf -0.29953 -0.38139 -0.31976 -0.69 -1.26 -0.90 -1.435
C 3.31209 1.88763 2.62516 -0.02 0.01 0.02 -1.666
C 2.64820 2.55647 1.41636 0.07 0.01 -0.03 1.312
C 2.92702 4.06308 1.41396 -0.01 0.01 0.00 -1.702
C 3.10260 1.89779 0.12150 -0.04 -0.05 0.13 0.834
C 4.45678 1.89221 -0.19846 0.09 0.04 -0.01 -0.518
C 4.92980 1.26394 -1.33576 0.03 0.00 0.00 -1.687
C 4.05818 0.59537 -2.18208 0.02 -0.02 0.00 -0.809
C 2.69889 0.58511 -1.91823 -0.15 0.02 -0.09 0.987
C 1.71610 -0.13652 -2.83247 0.16 -0.12 0.11 0.930
C 2.15256 -0.22890 -4.29206 0.04 0.03 -0.04 -2.012
C 1.46130 -1.55963 -2.29091 -0.06 0.51 -0.36 -1.176
C 2.24540 1.25352 -0.77350 -0.18 0.13 -0.19 -0.799
N 0.79597 1.35160 -0.58872 0.45 1.27 0.11 0.762
C 0.30991 2.57881 -0.54563 0.01 -0.12 -0.15 0.159
C -1.02508 2.99870 -0.33019 0.09 0.02 0.02 0.041
C -1.21563 4.40285 -0.30231 0.11 -0.02 -0.02 -1.065
C -2.45437 4.95005 -0.11800 -0.13 -0.02 0.03 -1.067
C -3.54448 4.08569 0.03294 -0.01 0.07 0.01 -0.778
C -3.39293 2.71153 0.00905 -0.13 0.00 0.03 -0.350
C -2.13855 2.13181 -0.16507 0.03 -0.16 -0.26 1.262
N -1.96955 0.74936 -0.24560 -0.46 0.91 0.45 1.692
C -3.09153 -0.10780 0.09199 0.04 0.26 -0.10 -0.063
C -3.77267 -0.76048 -0.95064 0.02 0.05 -0.10 -0.048
C -4.81687 -1.61230 -0.60341 -0.03 -0.13 0.03 -0.807
C -5.16542 -1.81032 0.72515 0.01 0.00 0.00 -1.505
C -4.48582 -1.14302 1.73384 -0.03 -0.10 0.04 -0.473
C -3.43956 -0.27224 1.44433 0.02 0.05 0.04 0.255
C -2.73857 0.51582 2.55394 -0.03 -0.08 -0.04 1.356
C -3.42109 0.38085 3.91394 -0.06 0.01 0.00 -2.099
C -1.26468 0.13851 2.71590 -0.08 -0.09 0.07 -0.100
C -3.48011 -0.55154 -2.43700 0.05 0.15 0.08 0.214
C -3.70759 0.88960 -2.90809 0.02 -0.01 -0.01 -1.525
C -2.11362 -1.06595 -2.89397 -0.25 -0.14 -0.07 -1.109
H 2.90420 2.29975 3.55015 0.03 0.00 -0.03 0.498
H 4.38790 2.07632 2.63141 -0.04 -0.01 0.01 0.327
H 3.15172 0.80726 2.62597 0.00 0.03 0.00 0.309
H 1.57203 2.41352 1.53544 -0.06 -0.01 -0.03 -0.265
H 4.00116 4.25629 1.39563 -0.03 0.01 -0.01 0.375
H 2.52285 4.52486 2.31632 0.03 -0.02 -0.02 0.457
H 2.49191 4.57027 0.54817 0.02 -0.03 0.03 0.335
H 5.15509 2.39873 0.45904 -0.04 -0.04 -0.04 0.489
H 5.98737 1.29045 -1.56605 -0.03 -0.01 0.02 0.454
H 4.44576 0.09499 -3.05972 -0.01 0.04 0.01 0.418
H 0.77781 0.43384 -2.83151 -0.10 0.06 0.00 0.192
H 2.99209 -0.91745 -4.41029 -0.04 0.05 0.00 0.404
H 2.45264 0.74787 -4.67082 -0.01 -0.03 0.00 0.397
H 1.33487 -0.59872 -4.91338 0.03 -0.01 0.03 0.476
H 2.37927 -2.14029 -2.38226 0.00 -0.09 0.13 0.632
H 0.66506 -2.07196 -2.83249 -0.04 -0.06 0.06 0.405
H 1.28543 -1.56909 -1.20306 0.33 -0.43 0.03 0.447
H 1.02991 3.37592 -0.71692 0.04 0.01 0.05 0.640
H -0.34894 5.04286 -0.42914 -0.04 -0.03 0.00 0.510
H -2.59152 6.02192 -0.09515 0.00 -0.03 0.00 0.464
H -4.53747 4.50055 0.16494 0.05 -0.03 0.00 0.483
H -4.25974 2.07147 0.11594 0.01 0.04 0.00 0.536
H -5.37971 -2.10834 -1.38752 0.04 0.02 0.06 0.501
H -5.98960 -2.46726 0.97460 0.05 0.01 -0.01 0.469
H -4.78542 -1.30119 2.76182 -0.01 0.02 -0.08 0.481
H -2.78688 1.57053 2.27791 0.01 0.05 -0.03 0.052
H -3.32131 -0.62953 4.31923 -0.01 0.04 -0.01 0.431
H -4.48114 0.63098 3.86192 0.03 -0.01 0.01 0.464
H -2.95645 1.06620 4.62255 0.00 -0.03 -0.01 0.473
H -1.13956 -0.94049 2.80846 0.03 -0.02 0.01 0.092
H -0.84113 0.58909 3.61369 0.00 0.04 -0.02 0.739
H -0.62764 0.50325 1.89674 0.01 0.14 0.10 -0.403
H -4.20349 -1.17226 -2.96788 -0.06 -0.03 0.02 0.843
H -2.90722 1.55920 -2.58813 -0.03 -0.03 -0.01 0.189
H -4.65246 1.28097 -2.52906 0.03 -0.02 -0.02 0.400
H -3.74928 0.91881 -3.99830 0.01 0.00 0.04 0.513
H -1.29802 -0.55236 -2.35919 0.20 0.23 -0.15 0.416
H -1.94547 -0.83911 -3.94728 0.04 0.05 0.02 0.726
H -1.99032 -2.13765 -2.75637 0.01 -0.04 0.02 0.344
C -0.15611 -4.53747 -0.42778 -0.02 -0.06 -0.11 -1.708
C -0.66164 -3.46112 0.50835 -0.26 0.12 -0.16 1.906
C -1.66925 -3.97651 1.51224 -0.11 0.01 0.06 -1.700
O -1.31462 -2.37719 -0.29999 0.51 -0.60 0.34 -0.373
C 0.51217 -2.80180 1.22973 -0.05 0.38 -0.13 -0.496
O 1.22992 -3.43109 1.92933 0.18 0.05 0.21 -0.540
O 0.64475 -1.47201 0.96003 0.29 -0.99 0.81 -0.325
H -0.99520 -5.05078 -0.90090 0.04 0.01 0.01 0.433
H 0.41731 -5.26455 0.14625 -0.02 0.01 -0.01 0.464
H 0.48959 -4.12386 -1.20483 0.00 -0.01 0.04 0.216
H -2.47678 -4.50730 1.00204 0.02 0.01 0.02 0.485
H -2.09574 -3.16395 2.10507 0.03 -0.03 -0.02 0.295
H -1.17051 -4.67413 2.18331 -0.02 -0.01 0.00 0.487
H -2.23667 -2.63062 -0.46930 -0.02 0.24 -0.02 0.046
C 4.36647 -3.18837 0.82306 -0.01 0.04 0.00 -1.072
S 4.05140 -1.41544 0.96430 0.01 -0.12 0.11 0.449
C 5.70387 -0.87028 1.44570 -0.01 0.03 -0.09 -1.117
H 4.91032 -3.53824 1.69978 -0.04 -0.01 -0.01 0.389
H 4.93325 -3.42219 -0.07670 0.02 -0.01 0.01 0.325
H 3.40205 -3.69315 0.79832 0.06 -0.01 -0.03 0.183
H 6.38859 -0.86517 0.59765 0.00 -0.01 0.04 0.298
H 6.08847 -1.52461 2.22675 -0.01 0.04 0.01 0.469
H 5.61694 0.13937 1.84595 0.03 -0.06 -0.04 0.167
```
Forces are in eV/Å.

Net charge: +2

***

| no. | HOMO level (eV) |
| --- | --- |
| 1 | -13.97 |
| 2 | -12.58 |